# 1
ORCA calculation (wB97M-V/def2-TZVPD) on a molecular structure, C18H37F8NNbO4P2PdS at a distorted geometry.

Properties
HOMO: -10.1 eV
Net charge: +1
Orbital gap: 2.4 eV

CARTESIAN COORDINATES (ANGSTROEM)
C1 -1.03755 1.56850 -4.83196
C2 -2.45488 1.13478 -4.20620
C3 -3.12120 2.24084 -3.26916
C4 -2.84077 1.80840 -1.72286
N1 -1.41934 1.38079 -1.67080
Nb1 -0.68395 0.72374 0.20314
C5 1.04050 2.24029 -0.05490
C6 2.31248 1.85766 0.82119
O1 3.53853 1.74661 0.07485
C7 4.67063 1.59574 0.96524
C8 4.88173 0.05424 1.29300
F1 3.97248 -0.70616 0.50850
F2 6.15493 -0.28466 0.75064
C9 4.94304 -0.36892 2.80484
F3 6.09388 0.24347 3.35355
F4 5.18543 -1.75268 2.93862
C10 3.73354 -0.01397 3.74983
F5 3.25109 1.29760 3.67337
F6 4.24248 -0.13176 5.06727
C11 2.46961 -0.98225 3.70870
F7 2.53424 -1.84916 4.82910
F8 2.38117 -1.80176 2.58042
C12 -2.37013 -0.80454 0.53823
O2 -2.50164 -1.01743 1.98451
C13 -3.60673 -1.93350 2.22196
C14 -3.12434 -3.46619 2.36746
C15 -1.53156 -3.63539 2.25984
P1 0.63113 -1.10685 -1.09864
C16 1.85967 -0.29850 -2.30206
C17 -0.54566 -2.03848 -2.27467
C18 -0.08095 -3.57352 -2.36309
P2 -2.00807 2.43266 1.57465
O3 -1.75939 4.04688 1.10838
O4 -1.47323 2.29898 3.20196
S1 -3.93219 2.05961 1.62607
H1 -0.87499 1.19074 -5.91398
H2 -0.82408 2.67955 -4.76342
H3 -0.21996 1.05740 -4.20909
H4 -2.36672 0.10587 -3.73331
H5 -3.16693 0.99858 -5.10011
H6 -4.23819 2.38023 -3.44127
H7 -2.57643 3.22862 -3.45438
H8 -3.09535 2.73118 -1.11700
H9 -3.59375 0.97825 -1.53107
H10 -0.79963 2.11146 -2.05703
H11 0.03512 0.14301 1.77100
H12 0.62984 3.22040 0.38093
H13 1.26599 2.46381 -1.14642
H14 2.43628 2.60395 1.66529
H15 2.12566 0.83029 1.30493
H16 5.55792 1.95552 0.33962
H17 4.63295 2.28584 1.85939
H18 1.47006 -0.43934 3.80307
H19 -2.08184 -1.84068 0.12452
H20 -3.38896 -0.45164 0.19184
H21 -4.37933 -1.91684 1.39085
H22 -4.17121 -1.67857 3.17940
H23 -3.48754 -3.85901 3.37600
H24 -3.57667 -4.07698 1.51113
H25 -1.27202 -4.67622 2.63446
H26 -0.99362 -2.89323 2.92209
H27 -1.19205 -3.56395 1.18006
H28 1.53675 0.76376 -2.58346
H29 2.92666 -0.32247 -1.92543
H30 1.79352 -0.88701 -3.28417
H31 -1.63555 -1.88539 -2.01939
H32 -0.40657 -1.60056 -3.32606
H33 -0.03046 -3.98558 -1.30849
H34 -0.81978 -4.12437 -3.02211
H35 0.96898 -3.57158 -2.81593
H36 -1.23138 4.43013 1.84851
H37 -2.26032 2.35283 3.78386
Pd1 -2.10140 0.29690 -6.92582

Forces on atoms 1 to 2 (eV/Å):
0.4 -0.7 1.3
-0.7 0.5 -1.5

=====

# 2
ORCA calculation (wB97M-V/def2-TZVPD) on a single C5H11BrOSi molecule at a distorted geometry.

Properties
Energy relative to the best compared isomer or geometry (same formula, charge and spin): 167.6 kJ/mol
HOMO: -9.2 eV
Net charge: 0
Orbital gap: 9.8 eV

CARTESIAN COORDINATES (ANGSTROEM)
C1 -0.49248 -1.23241 1.13743
Si1 -0.18236 0.14398 -0.24849
C2 -1.39237 0.17642 -1.68396
C3 1.68165 0.14462 -0.82765
C4 -0.23306 1.96107 0.32354
O1 -0.70706 2.80596 -0.38257
C5 0.38998 2.36299 1.66869
Br1 0.08361 4.26930 1.97035
H1 -0.72068 -2.19684 0.59352
H2 0.37219 -1.51289 1.77094
H3 -1.35351 -1.00548 1.75898
H4 -2.01697 -0.61017 -1.25719
H5 -2.11545 1.04640 -1.67749
H6 -1.06245 -0.14976 -2.63882
H7 2.35131 0.89688 -0.26146
H8 2.32306 -0.77617 -0.63608
H9 1.68060 0.45960 -1.87127
H10 0.09063 1.82474 2.57900
H11 1.44624 2.40011 1.59873

Forces on atoms 1 to 2 (eV/Å):
0.3 -0.4 -1.5
1.7 -0.3 0.1